No. 1
Entry from the OMol25 dataset: a structure of composition C19H28N6OPdS4 (the ωB97M-V functional and the def2-TZVPD basis).

Results
- net charge = 0
- E_tot (Ha) = -2865.18864
- HOMO level (eV) = -6.60
- multiplicity = 1
- orbital gap (eV) = 6.86

Each line ends with the natural charge from an NBO analysis.
Atoms and positions in Å:
Pd 0.942 0.138 -0.738  -0.150
C -4.640 -1.936 -1.299  -0.655
C -3.930 -0.905 -0.507  0.361
N -4.479 0.061 0.155  -0.266
N -3.426 0.728 0.726  -0.388
C -2.226 0.205 0.423  0.205
S -0.689 0.700 0.846  -0.220
N -2.563 -0.866 -0.362  -0.244
N -1.650 -1.711 -0.990  -0.633
H -5.693 -1.674 -1.350  0.245
H -4.536 -2.917 -0.835  0.235
H -4.223 -2.000 -2.303  0.239
H -3.579 1.605 1.200  0.441
H -1.268 -2.317 -0.265  0.365
H -0.854 -1.085 -1.231  0.370
C 4.425 0.190 -1.300  -0.759
S 2.934 1.208 -1.418  0.217
C 3.222 2.145 0.117  -0.738
H 4.351 -0.506 -0.469  0.249
H 5.289 0.843 -1.173  0.215
H 4.538 -0.350 -2.239  0.215
H 4.154 2.703 0.039  0.210
H 3.241 1.446 0.950  0.228
H 2.375 2.819 0.225  0.252
N 0.028 2.352 -2.828  -0.786
C -0.566 3.191 -1.955  0.308
S 0.288 4.441 -1.260  -0.275
N -1.874 2.900 -1.715  -0.628
C -2.751 3.454 -0.753  0.233
C -4.104 3.497 -1.074  -0.263
C -5.038 3.898 -0.131  -0.205
C -4.624 4.281 1.136  -0.241
C -3.269 4.257 1.448  -0.209
C -2.330 3.839 0.516  -0.257
H 0.967 2.590 -3.101  0.425
H -0.487 1.718 -3.416  0.385
H -2.279 2.164 -2.271  0.386
H -4.424 3.199 -2.066  0.211
H -6.088 3.912 -0.391  0.218
H -5.349 4.600 1.874  0.218
H -2.937 4.554 2.434  0.220
H -1.284 3.787 0.769  0.262
C 2.726 -3.068 -1.536  -0.816
S 1.939 -2.364 -0.064  1.303
O 3.041 -1.943 0.829  -0.988
C 1.334 -3.925 0.593  -0.281
C 1.871 -4.405 1.775  -0.211
C 1.368 -5.581 2.320  -0.195
C 0.336 -6.257 1.686  -0.208
C -0.203 -5.763 0.504  -0.223
C 0.290 -4.588 -0.043  -0.188
H 3.536 -3.722 -1.211  0.236
H 3.103 -2.216 -2.095  0.235
H 2.001 -3.614 -2.137  0.229
H 2.669 -3.847 2.248  0.252
H 1.782 -5.966 3.243  0.219
H -0.054 -7.171 2.115  0.217
H -1.008 -6.291 0.011  0.216
H -0.127 -4.200 -0.968  0.207

No. 2
Entry from the OMol25 dataset: a structure of composition C19H28NO2P2Pt at a distorted geometry (the ωB97M-V functional and the def2-TZVPD basis).

Results
- net charge = +3
- E_tot (Ha) = -1746.85575
- HOMO level (spin up / spin down) (eV) = -14.52 / -18.15
- multiplicity = 5
- orbital gap (spin up / spin down) (eV) = 4.87 / 4.55

Each line ends with the Mulliken spin population.
Atoms and positions in Å:
Pt 0.098 0.024 -0.268  0.514
P -2.114 -0.055 -0.639  0.303
C -2.138 0.557 -2.384  0.011
C -0.807 0.913 -2.988  0.395
N 0.299 0.745 -2.228  -0.015
C 1.537 1.091 -2.636  0.340
C 1.664 1.787 -3.827  0.183
C 0.549 2.034 -4.612  0.100
C -0.691 1.536 -4.235  0.218
C 2.715 0.774 -1.738  0.025
P 2.262 -0.544 -0.550  0.264
H -1.554 1.614 -4.897  -0.004
H 2.651 2.128 -4.118  -0.005
H 0.653 2.565 -5.553  0.014
H 3.579 0.471 -2.344  0.017
H 2.976 1.667 -1.145  0.068
H -2.695 -0.191 -2.980  0.026
H -2.762 1.473 -2.310  0.038
H -0.877 -3.211 -3.939  0.001
O -1.366 -2.748 -4.630  0.001
H -2.267 -2.941 -4.403  0.000
H -0.010 -3.193 -0.702  0.004
O -0.483 -3.892 -1.177  0.004
H 0.122 -4.647 -1.107  -0.002
C 2.585 -2.081 -1.466  0.012
H 3.611 -2.097 -1.862  0.014
H 2.459 -2.929 -0.777  -0.002
H 1.890 -2.187 -2.312  0.003
C 3.301 -0.564 0.921  0.036
H 3.191 -1.560 1.365  0.000
H 4.351 -0.369 0.676  0.014
H 2.923 0.179 1.627  -0.014
C -2.950 1.369 0.118  0.026
H -4.002 1.357 -0.191  0.008
H -2.871 1.347 1.209  -0.002
H -2.475 2.283 -0.265  0.001
C -3.114 -1.541 -0.372  0.027
H -3.259 -1.696 0.706  -0.001
H -4.101 -1.423 -0.842  0.011
H -2.598 -2.420 -0.780  0.001
C -0.003 0.128 1.600  0.246
C -0.006 0.475 2.797  0.487
C -0.019 0.827 4.162  0.193
C -1.136 1.481 4.733  0.087
C -1.137 1.837 6.078  0.025
C -0.038 1.537 6.893  0.214
C 1.083 0.904 6.338  0.023
C 1.093 0.544 4.992  0.089
H -1.989 1.722 4.095  -0.003
H -2.000 2.357 6.495  0.003
H -0.049 1.807 7.946  0.002
H 1.951 0.703 6.961  0.004
H 1.969 0.055 4.560  -0.003

No. 3
Entry from the OMol25 dataset: the molecule C19H28O3 at a distorted geometry (the ωB97M-V functional and the def2-TZVPD basis).

Results
- net charge = 0
- E_tot (Ha) = -966.43280
- HOMO level (eV) = -8.41
- multiplicity = 1
- orbital gap (eV) = 9.16
- structure (SMILES) = C=C[C@@](C)(CCC=C(C)C)O[C@@H](O)[C@H](O)Cc1ccccc1

Each line ends with the natural charge from an NBO analysis.
Atoms and positions in Å:
C -0.802 -0.543 3.111  -0.400
C -0.695 0.717 2.582  -0.200
C 0.109 1.139 1.341  0.230
C -0.541 2.435 0.759  -0.639
C 1.572 1.447 1.676  -0.382
C 2.442 1.868 0.494  -0.453
C 3.854 2.116 0.937  -0.197
C 4.962 1.253 0.864  0.031
C 4.823 -0.157 0.378  -0.658
C 6.310 1.703 1.371  -0.638
O 0.127 0.063 0.332  -0.572
C -1.155 -0.448 -0.139  0.343
O -1.643 0.428 -1.141  -0.733
C -0.940 -1.883 -0.628  0.076
O -0.270 -1.864 -1.905  -0.722
C -2.315 -2.675 -0.667  -0.435
C -3.325 -2.063 -1.578  -0.067
C -4.211 -1.102 -1.134  -0.222
C -5.114 -0.562 -2.050  -0.204
C -5.159 -1.017 -3.376  -0.219
C -4.270 -2.036 -3.774  -0.219
C -3.387 -2.550 -2.857  -0.151
H -1.427 -0.675 4.007  0.207
H -0.283 -1.395 2.661  0.201
H -1.220 1.477 3.145  0.203
H -1.605 2.308 0.776  0.217
H -0.319 3.312 1.315  0.208
H -0.187 2.567 -0.284  0.233
H 2.011 0.579 2.170  0.213
H 1.537 2.275 2.421  0.207
H 2.409 1.132 -0.302  0.219
H 2.052 2.789 0.052  0.213
H 4.002 3.061 1.486  0.187
H 5.436 -0.831 0.966  0.215
H 3.778 -0.516 0.402  0.218
H 5.169 -0.204 -0.661  0.219
H 6.452 1.308 2.354  0.214
H 7.175 1.269 0.766  0.210
H 6.342 2.775 1.400  0.220
H -1.855 -0.495 0.715  0.155
H -2.162 -0.100 -1.790  0.496
H -0.365 -2.426 0.155  0.179
H 0.485 -1.258 -1.794  0.486
H -2.748 -2.701 0.328  0.219
H -2.123 -3.696 -1.011  0.225
H -4.256 -0.774 -0.125  0.215
H -5.841 0.196 -1.741  0.214
H -5.874 -0.557 -4.058  0.217
H -4.263 -2.367 -4.811  0.215
H -2.694 -3.319 -3.142  0.207

No. 4
Entry from the OMol25 dataset: a structure of composition C19H29Cl2O4PS6Tl (the ωB97M-V functional and the def2-TZVPD basis).

Results
- net charge = 0
- E_tot (Ha) = -4865.78372
- HOMO level (spin up / spin down) (eV) = -7.27 / -7.26
- multiplicity = 2
- orbital gap (spin up / spin down) (eV) = 6.86 / 4.45

Each line ends with the natural charge from an NBO analysis.
Atoms and positions in Å:
Tl 0.183 0.620 -1.090  0.615
C -1.848 -3.219 -2.527  -0.538
C -2.346 -3.020 -1.099  -0.548
S -2.591 -1.262 -0.760  0.227
C -2.799 -1.243 1.035  -0.552
C -1.753 -1.983 1.868  -0.536
S -0.036 -1.457 1.580  0.235
C 0.782 -3.071 1.487  -0.536
C 2.218 -2.901 0.999  -0.549
S 2.461 -2.158 -0.634  0.243
C 2.209 -3.567 -1.741  -0.545
C 0.765 -3.972 -2.020  -0.539
S -0.160 -2.639 -2.827  0.235
H -2.480 -2.674 -3.229  0.237
H -1.908 -4.275 -2.797  0.222
H -1.622 -3.429 -0.395  0.203
H -3.288 -3.558 -0.965  0.218
H -3.784 -1.635 1.297  0.217
H -2.780 -0.179 1.281  0.271
H -1.804 -3.058 1.694  0.209
H -1.996 -1.821 2.919  0.230
H 0.219 -3.732 0.829  0.196
H 0.810 -3.533 2.477  0.217
H 2.737 -3.862 1.025  0.222
H 2.745 -2.234 1.684  0.236
H 2.759 -4.426 -1.350  0.222
H 2.696 -3.274 -2.673  0.234
H 0.263 -4.244 -1.094  0.204
H 0.764 -4.851 -2.669  0.218
C -4.184 3.769 1.833  -0.639
C -2.826 4.392 2.084  -0.063
O -2.029 4.480 0.892  -0.838
P -1.331 3.192 0.233  1.630
S -0.825 1.835 1.584  -0.723
S 0.067 3.821 -1.007  -0.668
O -2.537 2.478 -0.594  -0.860
C -3.135 3.158 -1.708  -0.068
C -4.227 2.265 -2.252  -0.620
H -4.784 3.828 2.743  0.210
H -4.084 2.722 1.549  0.223
H -4.711 4.299 1.039  0.206
H -2.272 3.825 2.835  0.198
H -2.926 5.422 2.424  0.184
H -2.365 3.360 -2.455  0.199
H -3.537 4.117 -1.371  0.180
H -3.818 1.294 -2.533  0.215
H -4.682 2.722 -3.132  0.210
H -5.003 2.104 -1.503  0.208
Cl 8.105 1.617 1.409  0.067
C 6.426 1.369 1.161  0.016
C 5.646 0.894 2.218  -0.263
C 4.306 0.704 2.022  -0.053
Cl 3.307 0.163 3.295  0.100
C 3.656 0.985 0.734  0.465
O 2.443 0.875 0.604  -0.481
C 4.544 1.443 -0.337  -0.169
C 4.061 1.671 -1.723  0.420
O 3.029 1.268 -2.186  -0.469
C 5.873 1.645 -0.101  -0.190
H 6.096 0.694 3.180  0.251
H 4.777 2.240 -2.349  0.117
H 6.522 2.004 -0.891  0.237